C6H15N2 | the ωB97M-V functional and the def2-TZVPD basis

```
! wB97M-V def2-TZVPD RIJCOSX def2/J DEFGRID3
* xyz 1 1
C 1.562 -0.087 -2.318
C 1.253 0.161 -0.899
C 0.271 -0.938 -0.378
C -0.694 -0.578 0.827
C -0.129 -0.156 2.000
N -0.748 -0.108 3.189
C -2.121 -0.426 0.543
N 0.482 1.572 -0.906
H 2.701 0.129 -2.465
H 0.861 0.359 -3.045
H 1.504 -1.182 -2.597
H 2.000 0.371 -0.256
H -0.270 -1.319 -1.313
H 0.987 -1.786 -0.063
H 0.956 -0.016 1.849
H -0.175 0.138 4.002
H -1.683 -0.445 3.352
H -2.519 -1.155 -0.233
H -2.662 -0.503 1.482
H -2.360 0.532 -0.001
H -0.009 1.447 -0.012
H -0.304 1.631 -1.568
H 1.096 2.358 -1.191
*
```

Computed properties:
Lowest unoccupied orbital energy: -3.151 eV
HOMO energy: -0.416 Ha
HOMO-LUMO gap: 8.16 eV
M: 115.2 g mol⁻¹
Energy above the lowest of the compared OMol25 structures with the same formula, charge and spin: 248.3 kJ/mol
SMILES: C/C(=C\N)C[C@@H](C)[NH3+]
Electronic energy: -9437.3982 eV

These are the Löwdin partial charges, in e, on atoms 1 to 4: number 1, C, carries -0.08; number 2, C, carries -0.31; number 3, C, carries -0.11; number 4, C, carries -0.33

---

C29H62Br2N3O4PS2Sb | the ωB97M-V functional and the def2-TZVPD basis

```
! wB97M-V def2-TZVPD RIJCOSX def2/J DEFGRID3
* xyz -1 3
C -6.382 0.300 5.668
C -5.748 1.814 5.363
P -3.973 1.757 4.661
C -4.071 0.937 2.948
C -5.587 1.114 2.263
Sb -2.985 4.088 4.536
S -5.284 4.901 5.036
Br -3.669 4.083 2.052
C -2.347 6.203 4.530
C -2.442 6.983 3.087
C -3.981 7.536 2.736
Br -4.599 8.967 4.033
N -2.517 3.828 6.552
C -2.288 4.999 7.217
C -0.772 5.645 7.506
C -3.533 5.892 7.891
S -0.739 3.232 4.010
C -0.698 1.469 3.384
O 0.072 3.228 5.365
O 0.066 4.208 3.074
H -7.043 0.045 4.712
H -7.158 0.403 6.565
H -5.556 -0.502 5.880
H -6.541 2.329 4.640
H -5.718 2.355 6.425
H -3.982 -0.239 3.138
H -3.205 1.196 2.203
H -6.047 2.182 2.518
H -6.307 0.225 2.509
H -5.443 1.125 1.078
H -5.597 4.647 6.381
H -1.187 6.203 4.812
H -2.932 6.903 5.300
H -1.812 7.988 3.234
H -1.935 6.433 2.188
H -4.793 6.690 2.798
H -4.015 8.054 1.663
H -0.055 5.537 6.570
H -0.941 6.821 7.624
H -0.303 5.278 8.513
H -4.096 6.554 7.109
H -3.097 6.638 8.712
H -4.237 5.144 8.467
H -1.035 1.444 2.245
H -1.335 0.718 4.055
H 0.407 1.025 3.387
C 3.702 -1.102 1.297
C 2.500 -2.028 0.960
C 3.023 -3.321 0.283
C 3.498 -3.093 -1.148
C 2.409 -2.430 -1.983
C 1.825 -1.140 -1.346
N 1.499 -1.294 0.110
O 0.281 -1.994 0.200
C 2.814 0.040 -1.531
C 0.589 -0.706 -2.207
C 1.933 -2.402 2.369
H 4.298 -1.515 2.120
H 4.408 -0.981 0.476
H 3.362 -0.110 1.613
H 2.232 -4.083 0.270
H 3.846 -3.750 0.868
H 4.410 -2.487 -1.161
H 3.766 -4.055 -1.600
H 2.812 -2.209 -2.980
H 1.605 -3.163 -2.137
H 2.478 0.927 -0.980
H 2.889 0.330 -2.586
H 3.834 -0.188 -1.227
H -0.168 -1.495 -2.285
H 0.889 -0.474 -3.237
H 0.112 0.190 -1.794
H 1.545 -1.515 2.886
H 2.714 -2.837 3.006
H 1.133 -3.149 2.321
C 1.707 -6.050 -6.553
C 1.902 -4.534 -6.273
C 1.285 -3.714 -7.436
C 2.110 -3.783 -8.716
C 3.554 -3.373 -8.454
C 4.224 -4.141 -7.283
N 3.359 -4.227 -6.060
O 3.433 -2.984 -5.402
C 4.614 -5.572 -7.739
C 5.611 -3.465 -7.007
C 1.043 -4.295 -4.988
H 0.653 -6.337 -6.444
H 1.973 -6.349 -7.566
H 2.281 -6.661 -5.848
H 1.187 -2.660 -7.141
H 0.266 -4.064 -7.648
H 2.071 -4.788 -9.148
H 1.673 -3.113 -9.466
H 4.134 -3.511 -9.376
H 3.569 -2.295 -8.246
H 4.973 -6.171 -6.893
H 5.426 -5.543 -8.476
H 3.808 -6.114 -8.227
H 5.521 -2.395 -6.787
H 6.266 -3.539 -7.884
H 6.128 -3.947 -6.169
H 1.447 -4.853 -4.135
H 0.008 -4.629 -5.138
H 0.981 -3.237 -4.709
*
```

Computed properties:
Lowest unoccupied orbital energy (alpha / beta): 1.640 / 0.555 eV
HOMO energy (alpha / beta): -0.160 / -0.160 Ha
HOMO-LUMO gap (alpha / beta): 5.99 / 4.90 eV
M: 893.5 g mol⁻¹
Electronic energy: -221310.0803 eV

These are the Löwdin partial charges, in e, on atoms 1 to 4: number 1, C, carries -0.20; number 2, C, carries -0.54; number 3, P, carries 0.69; number 4, C, carries -0.53

---

C20H43F4O15P3 | the ωB97M-V functional and the def2-TZVPD basis

```
! wB97M-V def2-TZVPD RIJCOSX def2/J DEFGRID3
* xyz 0 1
C -6.621 -1.727 -2.346
C -5.593 -1.209 -1.393
C -5.281 0.427 -1.244
C -3.809 0.756 -0.605
C -3.780 0.310 1.007
O -5.019 0.732 1.727
C -4.751 0.368 3.130
C -5.654 -0.941 3.644
O -3.413 2.172 -0.628
C -4.552 3.077 -0.835
O -5.275 3.407 0.260
C -5.056 3.691 -2.269
C -5.646 5.232 -2.162
F -3.953 3.570 -3.265
C -2.573 -0.057 -1.385
F -2.742 0.182 -2.837
F -2.462 -1.478 -0.988
F -1.312 0.627 -0.912
H -7.279 -2.694 -2.158
H -6.826 -1.093 -3.329
H -4.988 -1.919 -0.670
H -6.195 0.839 -0.599
H -5.313 0.837 -2.358
H -3.701 -0.847 1.160
H -2.812 0.854 1.442
H -5.067 1.315 3.780
H -3.622 0.060 3.322
H -4.991 -1.650 4.319
H -6.181 -1.497 2.757
H -6.520 -0.539 4.349
H -5.942 2.994 -2.640
H -5.397 5.764 -3.179
H -5.277 5.821 -1.217
H -6.831 5.134 -2.093
C 3.951 -2.510 -3.487
O 2.537 -2.436 -3.541
P 1.918 -1.644 -4.949
O 2.416 -0.311 -4.369
O 0.371 -1.924 -4.459
C 0.020 -1.821 -3.091
O 1.300 -0.851 -6.357
C 0.914 0.509 -6.286
H 4.232 -3.292 -2.778
H 4.356 -2.763 -4.472
H 4.363 -1.559 -3.147
H 0.587 -1.032 -2.587
H 0.188 -2.784 -2.596
H -1.043 -1.578 -3.024
H 1.802 1.152 -6.320
H 0.329 0.709 -5.384
H 0.298 0.739 -7.157
C 1.363 -0.156 1.198
O 1.511 -0.401 2.586
P 0.623 0.684 3.599
O 1.625 1.788 3.228
O 1.139 -0.110 4.947
C 2.466 -0.601 5.028
O -0.265 1.769 4.612
C 0.390 2.878 5.200
H 1.660 -1.055 0.652
H 0.318 0.072 0.962
H 2.004 0.671 0.893
H 3.172 0.057 4.513
H 2.509 -1.610 4.604
H 2.749 -0.655 6.081
H 0.512 3.677 4.459
H 1.359 2.591 5.617
H -0.235 3.260 6.008
C 8.919 -2.662 1.927
O 7.504 -2.588 1.873
P 6.886 -1.795 0.465
O 7.384 -0.463 1.045
O 5.339 -2.076 0.955
C 4.988 -1.973 2.323
O 6.268 -1.003 -0.944
C 5.882 0.357 -0.872
H 9.200 -3.444 2.636
H 9.324 -2.915 0.941
H 9.331 -1.711 2.267
H 5.555 -1.184 2.827
H 5.156 -2.936 2.818
H 3.925 -1.730 2.390
H 6.770 1.000 -0.906
H 5.297 0.557 0.030
H 5.266 0.587 -1.743
*
```

Computed properties:
Lowest unoccupied orbital energy: -2.914 eV
HOMO energy: -0.347 Ha
HOMO-LUMO gap: 6.52 eV
M: 692.5 g mol⁻¹
SMILES: C=CC[C@](COCC)(OC(=O)[C@@H](C)F)C(F)(F)F.COP(=O)(OC)OC.COP(=O)(OC)OC.COP(=O)(OC)OC
Electronic energy: -90868.1151 eV

These are the Löwdin partial charges, in e, on atoms 1 to 4: number 1, C, carries -0.03; number 2, C, carries -0.13; number 3, C, carries -0.10; number 4, C, carries -0.25

---

C9H19N | the ωB97M-V functional and the def2-TZVPD basis

```
! wB97M-V def2-TZVPD RIJCOSX def2/J DEFGRID3
* xyz 0 1
C -1.642 -0.215 0.046
C 3.133 -1.087 -0.528
C 2.763 0.841 0.843
C -2.429 0.862 0.799
C -1.680 -1.501 0.874
C -2.302 -0.490 -1.310
C -0.026 1.714 -0.758
N 2.238 0.003 -0.215
C -0.169 0.325 -0.223
C 0.852 -0.468 0.027
H 0.788 -1.493 0.367
H 2.971 0.270 1.763
H 3.266 -1.788 0.313
H 4.114 -0.687 -0.793
H 2.746 -1.636 -1.385
H 3.698 1.302 0.514
H 2.050 1.628 1.074
H -2.512 1.776 0.219
H -3.438 0.510 1.012
H -1.946 1.092 1.747
H -1.243 -2.336 0.331
H -2.714 -1.764 1.100
H -1.152 -1.372 1.817
H -3.314 -0.870 -1.168
H -2.366 0.415 -1.910
H -1.732 -1.231 -1.865
H -0.131 2.460 0.030
H -0.781 1.918 -1.515
H 0.959 1.821 -1.207
*
```

Computed properties:
Lowest unoccupied orbital energy: 0.869 eV
HOMO energy: -0.297 Ha
HOMO-LUMO gap: 8.95 eV
M: 141.3 g mol⁻¹
Energy above the lowest of the compared OMol25 structures with the same formula, charge and spin: 34.7 kJ/mol
SMILES: C/C(=C\N(C)C)C(C)(C)C
Electronic energy: -11130.6180 eV

These are the Löwdin partial charges, in e, on atoms 1 to 4: number 1, C, carries -0.55; number 2, C, carries -0.12; number 3, C, carries -0.10; number 4, C, carries -0.06

---

C4H9NO2 | the ωB97M-V functional and the def2-TZVPD basis

```
! wB97M-V def2-TZVPD RIJCOSX def2/J DEFGRID3
* xyz 0 1
O 1.805 1.083 -0.964
C 1.732 0.473 0.130
C 0.459 -0.132 0.713
C -0.741 0.381 -0.233
C -2.127 0.529 0.575
O -0.992 -0.619 -1.231
N 0.524 -1.482 0.917
H 2.745 0.240 0.608
H 0.377 0.435 1.696
H -0.519 1.309 -0.703
H -2.927 1.218 0.241
H -1.809 0.762 1.592
H -2.571 -0.435 0.803
H -1.805 -0.513 -1.749
H 0.783 -2.192 0.286
H -0.385 -1.679 1.260
*
```

Computed properties:
Lowest unoccupied orbital energy: 0.753 eV
HOMO energy: -0.351 Ha
HOMO-LUMO gap: 10.30 eV
M: 103.1 g mol⁻¹
Energy above the lowest of the compared OMol25 structures with the same formula, charge and spin: 276.7 kJ/mol
SMILES: C[C@H](O)[C@@H](N)C=O
Electronic energy: -9877.1926 eV

These are the Löwdin partial charges, in e, on atoms 1 to 4: number 1, O, carries 0.01; number 2, C, carries -0.16; number 3, C, carries -0.37; number 4, C, carries -0.32

---

C21H31BiCl3IN6O6S6SeSi | the ωB97M-V functional and the def2-TZVPD basis

```
! wB97M-V def2-TZVPD RIJCOSX def2/J DEFGRID3
* xyz -2 1
Bi -0.590 -0.660 0.517
N -1.440 -1.496 -1.978
C -1.289 -2.837 -2.507
C 0.172 -3.129 -2.863
C 1.134 -3.130 -1.674
N 1.200 -1.812 -1.038
H -2.402 -1.288 -1.682
H -1.123 -0.778 -2.621
H -1.899 -3.014 -3.408
H -1.624 -3.536 -1.738
H 0.514 -2.366 -3.575
H 0.225 -4.102 -3.357
H 2.126 -3.440 -2.031
H 0.814 -3.856 -0.923
H 1.153 -1.077 -1.735
H 2.055 -1.690 -0.507
N -1.166 2.288 5.131
C -1.415 1.544 4.016
N -2.453 0.729 4.038
S -0.458 1.770 2.651
H -1.563 2.003 6.011
H -0.277 2.753 5.159
H -2.978 0.546 4.878
H -2.667 0.185 3.186
Cl 0.657 -1.388 4.383
Si 1.268 -1.079 2.401
Cl 2.806 0.291 2.729
Cl 2.433 -2.798 2.073
C -0.410 -6.657 1.040
S 0.478 -5.832 2.396
C -0.802 -4.860 3.101
C -1.353 -3.740 2.565
S -0.956 -3.273 0.927
S -2.574 -2.982 3.587
C -2.453 -4.071 4.922
S -3.300 -3.861 6.326
S -1.349 -5.371 4.680
H 0.325 -7.261 0.511
H -0.827 -5.893 0.388
H -1.198 -7.291 1.442
C 5.223 5.487 -2.705
C 4.195 4.441 -2.367
C 3.526 4.462 -1.152
C 2.599 3.482 -0.811
C 1.897 3.529 0.515
C 2.336 2.452 -1.724
C 2.969 2.438 -2.968
C 2.673 1.365 -3.983
C 3.893 3.430 -3.270
C 1.329 1.378 -1.348
O 1.535 0.752 -0.282
O 0.375 1.170 -2.142
H 5.321 6.206 -1.892
H 4.953 6.025 -3.615
H 6.197 5.024 -2.873
H 3.740 5.258 -0.446
H 2.155 4.429 1.073
H 2.162 2.657 1.111
H 0.813 3.492 0.387
H 1.616 1.385 -4.242
H 2.888 0.375 -3.577
H 3.269 1.511 -4.885
H 4.398 3.413 -4.231
I -5.638 4.351 -0.851
C -3.999 3.082 -0.679
C -3.107 2.790 -1.684
N -2.158 2.027 -1.119
N -2.387 1.816 0.178
C -3.507 2.448 0.471
H -3.104 3.053 -2.727
H -1.316 1.639 -1.555
H -3.929 2.416 1.461
O -3.784 -0.591 -0.661
Se -4.006 -1.081 0.864
O -4.278 -2.658 0.945
O -2.526 -0.787 1.732
O -5.114 -0.211 1.628
*
```

Computed properties:
Lowest unoccupied orbital energy: 3.566 eV
HOMO energy: -0.099 Ha
HOMO-LUMO gap: 6.26 eV
M: 1205.2 g mol⁻¹
Energy above the lowest of the compared OMol25 structures with the same formula, charge and spin: 139.3 kJ/mol
Electronic energy: -233256.7018 eV

These are the Löwdin partial charges, in e, on atoms 1 to 4: number 1, Bi, carries 1.44; number 2, N, carries -0.08; number 3, C, carries -0.29; number 4, C, carries -0.19

---

C35H33Cl2N6O5S2Ti | the ωB97M-V functional and the def2-TZVPD basis

```
! wB97M-V def2-TZVPD RIJCOSX def2/J DEFGRID3
* xyz -1 3
Ti 0.404 0.769 0.701
C 0.735 1.574 3.888
N 0.061 2.039 2.672
C 0.600 3.376 2.321
C -1.384 2.175 2.823
C -1.967 2.583 4.009
C -3.333 2.829 4.081
C -4.090 2.701 2.927
C -3.518 2.287 1.737
C -2.151 1.968 1.655
N -1.495 1.519 0.536
C -2.241 1.129 -0.602
C -3.356 0.297 -0.537
C -4.024 -0.111 -1.685
C -3.571 0.302 -2.925
C -2.451 1.118 -3.010
C -1.776 1.538 -1.868
N -0.615 2.343 -1.926
C 0.102 2.373 -3.184
C -0.759 3.675 -1.369
H 0.648 2.299 4.704
H 1.794 1.441 3.672
H 0.311 0.622 4.207
H 0.386 4.084 3.130
H 0.136 3.725 1.401
H 1.676 3.311 2.167
H -1.360 2.720 4.894
H -3.785 3.130 5.017
H -5.152 2.917 2.951
H -4.131 2.195 0.852
H -3.689 -0.053 0.432
H -4.877 -0.773 -1.606
H -4.065 -0.030 -3.829
H -2.087 1.422 -3.982
H 0.230 1.369 -3.578
H -0.400 2.997 -3.941
H 1.095 2.788 -3.001
H -1.286 4.350 -2.063
H 0.233 4.086 -1.167
H -1.320 3.633 -0.437
Cl 3.661 3.850 -1.390
C 4.017 2.522 -0.338
C 5.358 2.226 -0.032
C 5.675 1.204 0.814
Cl 7.347 0.877 1.179
C 4.664 0.403 1.402
C 4.872 -0.674 2.290
C 3.788 -1.356 2.767
C 2.494 -0.990 2.361
N 2.260 0.008 1.534
C 3.336 0.710 1.066
C 2.984 1.788 0.200
O 1.710 1.981 0.001
H 6.144 2.821 -0.474
H 5.879 -0.947 2.575
H 3.910 -2.188 3.447
H 1.625 -1.528 2.722
S -0.987 -1.170 2.277
C -0.681 -2.685 1.630
N 0.155 -2.950 0.650
C 0.330 -4.339 0.242
C -0.891 -5.084 0.772
S -1.447 -4.137 2.232
H 0.520 -2.164 0.110
H 1.262 -4.728 0.658
H 0.369 -4.387 -0.844
H -0.658 -6.103 1.067
H -1.690 -5.091 0.033
O 2.176 -0.734 -1.909
C 1.005 -1.039 -1.708
O 0.338 -0.564 -0.663
C 0.286 -2.065 -2.481
C 0.988 -2.904 -3.368
C 0.372 -3.965 -3.985
C -0.999 -4.224 -3.739
C -1.731 -3.339 -2.911
C -1.088 -2.296 -2.294
N -1.613 -5.336 -4.281
O -2.833 -5.554 -4.009
O -0.951 -6.092 -5.051
H 2.041 -2.709 -3.531
H 0.907 -4.627 -4.650
H -2.789 -3.514 -2.785
H -1.644 -1.627 -1.653
*
```

Computed properties:
Lowest unoccupied orbital energy (alpha / beta): 1.231 / 1.222 eV
HOMO energy (alpha / beta): -0.086 / -0.183 Ha
HOMO-LUMO gap (alpha / beta): 3.58 / 6.21 eV
M: 800.6 g mol⁻¹
Energy above the lowest of the compared OMol25 structures with the same formula, charge and spin: 64.1 kJ/mol
Electronic energy: -125843.8613 eV

These are the Löwdin partial charges, in e, on atoms 1 to 4: number 1, Ti, carries 0.97; number 2, C, carries -0.09; number 3, N, carries -0.25; number 4, C, carries -0.05

---

C10H14LuN3O4S | the ωB97M-V functional and the def2-TZVPD basis

```
! wB97M-V def2-TZVPD RIJCOSX def2/J DEFGRID3
* xyz 2 1
C -1.731 -0.483 3.012
C -0.619 -1.197 2.320
N -0.161 -0.959 0.890
C -0.516 0.427 0.412
C 0.061 0.839 -1.064
S -1.036 2.279 -1.677
C -0.314 3.869 -0.933
N -0.505 4.342 0.505
N 0.181 5.526 0.718
C 0.858 5.844 -0.622
O 0.533 4.841 -1.657
C -0.631 -2.058 -0.032
O 0.378 -2.443 -1.063
C 1.460 -3.248 -0.475
C 2.164 -4.056 -1.757
C -2.084 -1.809 -0.745
O -3.183 -2.233 -0.069
O -2.326 -1.213 -2.069
H -1.969 -0.787 4.141
H -2.382 0.383 2.561
H -0.050 -2.030 2.956
H -1.672 0.678 0.440
H -0.014 1.184 1.187
H -0.024 0.002 -1.879
H 1.211 1.146 -1.030
H 1.563 6.782 -0.808
H -0.758 -3.032 0.646
H 1.110 -4.088 0.264
H 2.289 -2.602 0.086
H 1.245 -4.351 -2.457
H 2.697 -5.047 -1.436
H 2.870 -3.355 -2.390
Lu 1.357 6.849 2.023
*
```

Computed properties:
Lowest unoccupied orbital energy: -11.631 eV
HOMO energy: -0.486 Ha
HOMO-LUMO gap: 1.60 eV
M: 447.3 g mol⁻¹
Electronic energy: -67678.0634 eV

These are the Löwdin partial charges, in e, on atoms 1 to 4: number 1, C, carries 0.17; number 2, C, carries -0.03; number 3, N, carries 0.00; number 4, C, carries -0.23